[1]
The following is a quantum chemistry calculation of C4H9NO2 in the gas phase, from OMol25.

```
16
Properties=species:S:1:pos:R:3:lowdin_charge:R:1
N 1.65145 0.34636 0.90992 0.153
C 1.24788 -0.96536 0.94949 -0.568
O 1.43960 -1.69145 1.90515 0.054
C 0.38155 -1.33967 -0.23573 -0.100
C -0.91883 -0.47807 -0.04240 -0.158
C -1.07332 0.82067 -0.86064 -0.259
O -0.44689 1.94534 -0.24194 -0.097
H 1.54406 0.85381 1.77548 0.112
H 1.38014 0.88990 0.10449 0.071
H 0.86423 -1.10723 -1.19584 0.116
H 0.23573 -2.42976 -0.21747 0.117
H -1.79084 -1.09367 -0.27265 0.108
H -1.02834 -0.19029 1.01543 0.124
H -0.65840 0.68411 -1.87023 0.116
H -2.14900 1.02988 -0.95645 0.114
H -0.67902 2.72541 -0.76661 0.095
```

SMILES = NC(=O)CCCO
max |F| = 0.583 eV/Å
multiplicity = 1

---

[2]
The following is a quantum chemistry calculation of 15 unconnected molecules or ions with the total composition C45H105N15O15, from OMol25.

```
180
Properties=species:S:1:pos:R:3:lowdin_charge:R:1
C 2.64036 24.91363 -25.46104 -0.292
O 3.32008 24.62671 -26.48878 -0.047
N 1.71085 25.89574 -25.52933 -0.190
C 0.97129 26.21213 -24.32768 -0.082
C 1.40087 26.70772 -26.72370 -0.036
H 2.87630 24.52321 -24.45901 0.133
H -0.07654 25.96941 -24.50442 0.085
H 1.06569 27.24516 -23.99295 0.087
H 1.20643 25.61617 -23.44584 0.082
H 0.33527 26.61695 -26.93433 0.085
H 1.74381 27.73988 -26.65207 0.090
H 1.75536 26.37453 -27.69911 0.084
C 20.37905 22.01714 -24.43537 -0.288
O 20.36295 22.21735 -23.19723 -0.026
N 19.26838 22.03640 -25.25714 -0.204
C 17.94244 22.31715 -24.70517 -0.036
C 19.38529 21.67482 -26.63422 -0.093
H 21.28074 21.75789 -25.01150 0.128
H 17.56693 23.14950 -25.30038 0.087
H 17.97638 22.68914 -23.68116 0.088
H 17.27223 21.46282 -24.80034 0.088
H 20.26762 21.11434 -26.94317 0.091
H 18.60423 20.98813 -26.96055 0.080
H 19.10101 22.48673 -27.30361 0.086
C 12.88861 25.03837 -18.43992 -0.384
O 13.67476 24.10794 -18.43516 0.005
N 12.95241 26.10446 -17.66979 -0.214
C 12.02390 27.16881 -17.98523 -0.051
C 13.96024 26.29502 -16.62552 -0.017
H 12.03432 25.11086 -19.13067 0.129
H 12.68923 28.03107 -17.94127 0.085
H 11.31708 27.30572 -17.16684 0.088
H 11.56303 27.03268 -18.96359 0.091
H 14.60645 25.45452 -16.37240 0.094
H 14.56122 27.11768 -17.01301 0.088
H 13.38647 26.65192 -15.77025 0.087
C -0.68934 10.09712 -22.79458 -0.375
O -1.81168 9.79892 -22.47763 0.019
N -0.35843 10.90308 -23.81452 -0.179
C 1.05910 11.36327 -24.00886 -0.039
C -1.36159 11.43264 -24.68004 -0.065
H 0.19644 9.75381 -22.23805 0.131
H 1.48230 11.05477 -24.96481 0.080
H 1.81727 11.07575 -23.28044 0.080
H 1.13429 12.45018 -24.04171 0.079
H -1.34973 12.52206 -24.71343 0.087
H -1.24094 11.06001 -25.69724 0.094
H -2.36276 11.26319 -24.28374 0.088
C 4.30830 24.73121 -17.86081 -0.318
O 5.14942 24.41223 -18.72227 -0.027
N 3.79878 23.78170 -17.07204 -0.186
C 2.71513 24.04217 -16.17305 -0.090
C 4.16676 22.34767 -17.14311 -0.030
H 3.88938 25.73006 -17.66331 0.136
H 2.30393 25.04728 -16.07933 0.087
H 3.00273 23.72865 -15.16952 0.088
H 1.79933 23.50525 -16.42034 0.086
H 4.42235 21.93741 -16.16614 0.085
H 3.34797 21.70273 -17.46211 0.085
H 4.96854 22.10089 -17.83905 0.086
C 9.97720 19.24785 -12.09696 -0.261
O 9.69935 19.35278 -10.85757 -0.053
N 10.08090 20.31080 -12.99311 -0.218
C 10.26623 19.92744 -14.37255 -0.072
C 9.97774 21.73440 -12.74468 -0.047
H 10.03589 18.24056 -12.53756 0.126
H 9.37194 20.25258 -14.90418 0.090
H 10.45345 18.85398 -14.39971 0.082
H 11.16798 20.43420 -14.71628 0.090
H 9.29673 22.18268 -13.46812 0.085
H 9.68511 21.90982 -11.70945 0.090
H 10.94629 22.20921 -12.90143 0.087
C 4.83109 15.31550 -15.91972 -0.297
O 5.77313 14.93640 -16.68424 -0.042
N 3.53923 14.95656 -16.07818 -0.202
C 3.05386 13.94580 -16.95475 -0.059
C 2.57443 15.44745 -15.06151 -0.050
H 4.93992 15.99351 -15.05911 0.126
H 2.14893 14.33075 -17.42487 0.086
H 2.66304 13.09472 -16.39705 0.091
H 3.76351 13.62422 -17.71704 0.097
H 1.74426 15.85737 -15.63674 0.082
H 2.15738 14.66092 -14.43259 0.086
H 2.91723 16.25731 -14.41752 0.083
C 14.27919 12.67403 -14.74845 -0.313
O 13.47341 12.93432 -13.83989 -0.025
N 13.92834 11.85388 -15.78526 -0.201
C 14.91506 11.68772 -16.87966 -0.049
C 12.60248 11.25064 -15.86937 -0.046
H 15.32528 13.01723 -14.75743 0.131
H 15.21451 10.64546 -16.98977 0.085
H 15.76820 12.36328 -16.81760 0.080
H 14.35366 12.10684 -17.71469 0.085
H 12.13981 11.31972 -14.88486 0.085
H 11.85411 11.61973 -16.57066 0.087
H 12.79026 10.22106 -16.17406 0.082
C 8.43561 17.24611 -22.58062 -0.365
O 7.33176 17.33986 -23.09883 -0.014
N 9.19316 18.31848 -22.47395 -0.187
C 10.60037 18.21921 -22.11777 -0.068
C 8.73989 19.62954 -23.02899 -0.016
H 8.89853 16.27681 -22.33904 0.137
H 10.89340 17.28645 -21.63590 0.088
H 10.77487 19.02167 -21.40104 0.081
H 11.34610 18.48566 -22.86677 0.082
H 8.82691 20.30713 -22.17965 0.086
H 9.37781 19.84941 -23.88504 0.091
H 7.69404 19.78492 -23.29384 0.084
C 15.25876 11.33194 -26.85656 -0.303
O 16.30229 10.89946 -27.43866 -0.045
N 14.66255 10.75625 -25.79733 -0.197
C 15.21941 9.56456 -25.19715 -0.045
C 13.50998 11.32735 -25.11081 -0.067
H 14.70610 12.22219 -27.19450 0.129
H 15.20482 9.71236 -24.11732 0.083
H 16.28329 9.44149 -25.39993 0.092
H 14.57338 8.72535 -25.45496 0.098
H 12.65102 10.67252 -24.96429 0.087
H 13.76347 11.57235 -24.07940 0.081
H 13.06396 12.24332 -25.49833 0.086
C 8.34210 7.83658 -20.03967 -0.322
O 8.51881 8.75659 -20.83574 0.003
N 9.28521 6.92315 -19.63256 -0.196
C 9.08423 5.82989 -18.67220 -0.057
C 10.57869 6.90000 -20.29376 -0.066
H 7.38964 7.60372 -19.53888 0.128
H 9.03835 4.90200 -19.24229 0.090
H 8.06943 5.95998 -18.29620 0.075
H 9.70096 5.83339 -17.77346 0.091
H 11.35972 7.43523 -19.75373 0.087
H 10.96567 5.89548 -20.46489 0.083
H 10.45684 7.31158 -21.29569 0.084
C -0.70001 18.55970 -24.93766 -0.348
O -1.37627 18.36175 -25.92689 0.017
N -1.15844 19.23221 -23.86783 -0.222
C -0.50402 19.27519 -22.57362 -0.055
C -2.35284 19.97332 -23.96456 -0.072
H 0.27087 18.08984 -24.71671 0.134
H -0.15018 20.29452 -22.41915 0.092
H 0.21359 18.46606 -22.43781 0.089
H -1.23691 19.01898 -21.80857 0.084
H -2.76030 20.10280 -22.96191 0.086
H -2.04785 20.89698 -24.45647 0.102
H -3.20842 19.55860 -24.49754 0.094
C 5.80396 15.09400 -29.59235 -0.380
O 5.76398 13.95839 -29.99148 0.021
N 6.20770 16.13038 -30.33575 -0.167
C 6.43655 17.44079 -29.66543 -0.069
C 6.75296 16.03519 -31.72579 -0.024
H 5.54306 15.41842 -28.57309 0.134
H 7.42706 17.59673 -29.23803 0.078
H 5.76241 17.61231 -28.82626 0.078
H 6.35336 18.36274 -30.24092 0.079
H 7.83759 15.97775 -31.63421 0.087
H 6.46413 15.07349 -32.14982 0.080
H 6.41021 16.84810 -32.36594 0.084
C 20.21942 15.61129 -21.36598 -0.263
O 21.05828 14.93514 -20.66795 -0.062
N 19.48531 15.00573 -22.32346 -0.226
C 19.51433 13.59689 -22.54495 -0.048
C 18.53004 15.69572 -23.12040 -0.082
H 20.00429 16.68668 -21.26873 0.136
H 18.54299 13.31395 -22.13929 0.090
H 20.22867 13.05568 -21.92454 0.094
H 19.45474 13.31985 -23.59747 0.093
H 17.55286 15.43857 -22.71164 0.087
H 18.44245 16.78221 -23.12239 0.092
H 18.53438 15.36377 -24.15861 0.090
C 11.77801 28.44027 -25.34400 -0.349
O 12.31554 27.60031 -24.61048 -0.017
N 10.53843 28.31844 -25.77800 -0.205
C 9.94075 29.45585 -26.46404 -0.055
C 9.79728 27.09733 -25.69007 -0.046
H 12.24818 29.41658 -25.53885 0.136
H 10.15554 29.36052 -27.52841 0.085
H 10.33363 30.43258 -26.18164 0.085
H 8.85219 29.43519 -26.41230 0.088
H 9.13832 27.16103 -24.82416 0.098
H 9.28380 26.80316 -26.60545 0.094
H 10.50469 26.30061 -25.46010 0.087
```

max |F| = 4.757 eV/Å
multiplicity = 1

---

Number 1: DFT total energy -9879.06936 eV. Number 2: DFT total energy -101425.46803 eV.